1.
The following is a DFT calculation (wB97M-V/def2-TZVPD) of a molecular structure, C41H37N10O3RuS2.

Results
energy above the lowest of the compared OMol25 structures with the same formula, charge and spin: 5.8 kcal per mole
net charge: +2
spin multiplicity: 2
DFT total energy: -88402.478 eV
Kohn-Sham gap (spin up / spin down): 0.261 / 0.244 hartree
lowest unoccupied orbital energy (spin up / spin down): -6.3415 / -6.9670 eV

XYZ file:
```
94
Properties=species:S:1:pos:R:3:mulliken_spin:R:1
Ru 0.141 -0.359 0.011 0.83
C 0.810 1.776 -3.756 0.00
C 0.207 0.955 -2.801 0.00
N 0.871 0.590 -1.717 -0.03
C 2.123 1.078 -1.535 0.02
C 2.685 1.901 -2.493 0.00
N 2.038 2.238 -3.608 0.00
C 2.767 0.760 -0.238 0.01
C 4.087 0.969 0.109 -0.02
C 4.522 0.602 1.388 0.01
C 3.610 0.034 2.281 -0.01
C 2.302 -0.160 1.879 0.01
N 1.933 0.204 0.647 -0.01
C 1.206 -0.755 2.676 0.01
C 1.300 -1.014 4.030 0.00
N 0.281 -1.500 4.734 0.00
C -0.849 -1.711 4.086 0.00
C -0.985 -1.445 2.723 -0.01
N 0.040 -0.987 2.021 -0.01
C 5.932 0.802 1.781 0.00
C 6.591 -0.127 2.579 0.00
C 7.919 0.104 2.908 0.00
N 8.597 1.175 2.509 0.00
C 7.960 2.065 1.756 0.00
C 6.637 1.924 1.360 0.00
H 0.269 2.051 -4.652 0.00
H -0.801 0.584 -2.913 0.00
H 3.676 2.318 -2.361 0.00
H 4.788 1.383 -0.601 0.00
H 3.931 -0.237 3.276 0.00
H 2.215 -0.817 4.576 0.00
H -1.691 -2.095 4.647 0.00
H -1.919 -1.601 2.204 0.00
H 6.105 -1.032 2.920 0.00
H 8.459 -0.609 3.521 0.00
H 8.529 2.936 1.453 0.00
H 6.167 2.700 0.770 0.00
C -6.036 5.298 -1.498 0.00
C -5.031 4.307 -0.992 0.00
C -5.079 3.843 0.321 0.00
C -4.138 2.949 0.803 0.00
C -3.140 2.505 -0.054 0.00
C -3.065 2.953 -1.370 0.00
C -4.009 3.848 -1.829 0.00
S -1.973 1.356 0.536 0.00
O -0.553 1.777 0.373 0.00
O -2.352 0.986 1.872 0.00
N -1.914 0.134 -0.517 0.12
C -2.691 -1.012 -0.324 -0.01
C -4.056 -1.097 -0.076 -0.01
C -4.594 -2.359 0.100 0.00
C -3.778 -3.486 0.020 0.01
C -2.434 -3.302 -0.234 0.00
N -1.906 -2.085 -0.399 0.02
H -6.918 5.332 -0.860 0.00
H -6.351 5.056 -2.513 0.00
H -5.601 6.299 -1.520 0.00
H -5.866 4.190 0.979 0.00
H -4.175 2.597 1.824 0.00
H -2.278 2.601 -2.026 0.00
H -3.961 4.199 -2.852 0.00
H -4.668 -0.207 -0.021 0.00
H -5.652 -2.470 0.299 0.00
H -4.182 -4.479 0.150 0.00
H -1.746 -4.138 -0.301 0.00
C 4.065 -5.546 -2.416 0.00
C 3.924 -4.511 -1.309 0.00
C 3.772 -3.093 -1.840 0.00
N 2.508 -2.901 -2.572 0.00
C 1.353 -2.586 -2.038 0.02
S 1.162 -2.433 -0.316 0.01
N 0.235 -2.418 -2.777 0.01
C 0.102 -2.156 -4.188 0.00
O -0.645 -1.272 -4.509 0.00
C 0.828 -3.034 -5.124 0.00
C 1.046 -4.382 -4.828 0.00
C 1.659 -5.198 -5.765 0.00
C 2.063 -4.666 -6.984 0.00
C 1.841 -3.327 -7.281 0.00
C 1.210 -2.510 -6.359 0.00
H 4.185 -6.546 -2.002 0.00
H 4.935 -5.340 -3.042 0.00
H 3.184 -5.567 -3.064 0.00
H 4.801 -4.528 -0.658 0.00
H 3.066 -4.742 -0.672 0.00
H 4.562 -2.864 -2.557 0.00
H 3.811 -2.356 -1.040 0.00
H 2.513 -3.135 -3.559 0.00
H -0.568 -2.105 -2.234 0.00
H 0.704 -4.795 -3.886 0.00
H 1.808 -6.248 -5.555 0.00
H 2.544 -5.304 -7.713 0.00
H 2.151 -2.926 -8.236 0.00
H 1.005 -1.471 -6.582 0.00
```

2.
The following is a DFT calculation (wB97M-V/def2-TZVPD) of a molecular structure, C41H37N8OSbTe4Zn at a distorted geometry.

Results
DFT total energy: -141215.843 eV
Kohn-Sham gap: 0.238 hartree
lowest unoccupied orbital energy: -0.3226 eV

XYZ file:
```
93
Properties=species:S:1:pos:R:3:mulliken_charge:R:1
Zn 0.003 0.340 -0.581 3.06
C 5.346 0.446 0.846 -1.32
N 4.118 1.018 0.372 1.05
C 2.885 0.903 0.886 -0.23
N 2.037 1.648 0.201 0.00
C 2.816 2.205 -0.753 -0.57
N 4.076 1.855 -0.673 -0.81
C 5.915 -0.730 0.074 0.80
C 7.093 -1.291 0.559 -0.88
C 7.689 -2.358 -0.090 -0.61
C 7.106 -2.905 -1.218 -1.10
C 5.919 -2.363 -1.700 -0.05
C 5.344 -1.262 -1.066 1.05
C 5.292 -2.977 -2.851 0.39
N 5.872 -3.658 -3.797 -0.48
N 4.918 -4.040 -4.656 -0.52
C 3.784 -3.598 -4.201 0.42
O 3.956 -2.909 -3.048 0.22
C 2.486 -3.668 -4.845 0.01
C 2.458 -3.651 -6.237 -1.06
C 1.241 -3.594 -6.889 -0.75
C 0.063 -3.559 -6.165 -0.93
C 0.075 -3.611 -4.774 1.13
C -1.269 -3.693 -4.074 -1.54
N -1.403 -3.042 -2.799 1.00
C -1.721 -1.767 -2.540 -0.33
N -1.845 -1.581 -1.240 -0.34
C -1.612 -2.812 -0.732 -0.58
N -1.347 -3.714 -1.644 -0.86
C 1.295 -3.673 -4.117 0.15
H 5.178 0.137 1.883 0.39
H 6.092 1.247 0.843 0.37
H 2.635 0.335 1.759 0.20
H 2.454 2.895 -1.487 0.51
H 7.551 -0.881 1.447 0.46
H 8.613 -2.767 0.289 0.40
H 7.541 -3.747 -1.732 0.53
H 4.459 -0.821 -1.489 -0.33
H 3.389 -3.661 -6.782 0.51
H 1.211 -3.566 -7.968 0.41
H -0.881 -3.503 -6.687 0.39
H -1.498 -4.748 -3.897 0.28
H -2.030 -3.272 -4.739 0.48
H -1.840 -1.016 -3.295 0.49
H -1.641 -3.031 0.318 0.46
H 1.335 -3.735 -3.039 0.80
Te -0.885 2.233 -2.039 -0.58
Te 0.177 0.920 -4.188 -0.32
Te 2.417 -0.275 -3.257 -0.03
Te 1.644 -1.641 -1.010 -0.56
C -3.428 1.221 0.535 -0.80
C -3.818 1.104 1.975 0.57
C -5.082 1.503 2.393 -0.91
C -5.450 1.412 3.723 -0.70
C -4.550 0.927 4.655 -0.95
C -3.286 0.534 4.251 0.15
C -2.919 0.612 2.918 -0.03
Sb -0.947 -0.053 2.319 0.33
C 0.038 1.301 3.722 0.85
C 0.328 2.506 3.092 -0.67
C 0.899 3.561 3.775 -0.77
C 1.198 3.415 5.118 -0.66
C 0.917 2.221 5.752 -0.64
C 0.332 1.152 5.073 0.98
C 0.055 -0.101 5.853 -1.44
C -1.128 -2.020 3.215 0.19
C -2.405 -2.521 3.403 -0.85
C -2.602 -3.832 3.796 -0.93
C -1.512 -4.657 4.000 -0.68
C -0.234 -4.163 3.805 -0.74
C -0.023 -2.854 3.391 1.10
C 1.367 -2.360 3.123 -1.24
H -4.247 1.612 -0.065 0.43
H -3.133 0.250 0.129 0.18
H -2.584 1.908 0.440 -0.13
H -5.784 1.886 1.664 0.40
H -6.440 1.719 4.028 0.39
H -4.829 0.849 5.696 0.47
H -2.587 0.149 4.981 0.35
H 0.104 2.621 2.038 0.21
H 1.106 4.486 3.261 0.47
H 1.646 4.227 5.670 0.39
H 1.149 2.104 6.802 0.45
H 0.987 -0.511 6.250 0.44
H -0.429 -0.863 5.244 -0.23
H -0.588 0.130 6.704 0.51
H -3.261 -1.880 3.238 0.48
H -3.606 -4.204 3.932 0.44
H -1.653 -5.683 4.305 0.39
H 0.617 -4.812 3.959 0.39
H 2.105 -3.105 3.415 0.51
H 1.563 -1.435 3.669 0.12
H 1.492 -2.165 2.053 0.02
```

3.
The following is a DFT calculation (wB97M-V/def2-TZVPD) of a molecular structure, C41H38BrN3SeSiV.

Results
net charge: -2
spin multiplicity: 2
DFT total energy: -216559.492 eV
Kohn-Sham gap (spin up / spin down): 0.145 / 0.159 hartree
lowest unoccupied orbital energy (spin up / spin down): 4.0557 / 4.0557 eV

XYZ file:
```
86
Properties=species:S:1:pos:R:3:mulliken_spin:R:1
V 0.253 -0.084 0.967 1.13
C -1.388 0.636 3.955 -0.01
C 0.061 0.298 4.115 0.04
C 0.597 0.256 5.378 0.02
C 1.971 0.004 5.557 0.05
C 2.750 -0.141 4.454 -0.03
C 2.167 -0.070 3.167 0.05
N 0.808 0.096 2.991 -0.02
C 2.938 -0.237 1.991 0.01
C 4.338 -0.327 1.936 0.05
C 4.964 -0.588 0.750 -0.06
C 4.174 -0.805 -0.401 0.08
C 2.817 -0.677 -0.319 -0.06
N 2.191 -0.320 0.836 -0.01
C 1.896 -0.911 -1.444 -0.03
C 2.352 -1.354 -2.678 -0.01
C 1.447 -1.531 -3.702 0.00
C 0.126 -1.201 -3.479 -0.02
C -0.270 -0.731 -2.233 0.00
C -1.674 -0.244 -2.062 0.01
N 0.593 -0.655 -1.204 -0.03
H -1.790 0.972 4.913 0.00
H -1.967 -0.217 3.607 0.00
H -1.512 1.424 3.213 0.00
H -0.056 0.419 6.226 0.00
H 2.395 -0.072 6.551 0.01
H 3.808 -0.342 4.544 0.01
H 4.923 -0.185 2.835 0.01
H 6.043 -0.652 0.695 -0.01
H 4.648 -1.072 -1.335 0.00
H 3.400 -1.564 -2.824 0.00
H 1.773 -1.893 -4.670 0.00
H -0.614 -1.265 -4.267 0.00
H -1.974 0.295 -2.963 0.00
H -1.745 0.430 -1.219 0.00
H -2.367 -1.073 -1.902 0.00
C 0.154 1.741 0.395 -0.11
C -0.013 2.591 -0.505 0.02
C -0.221 3.472 -1.552 -0.08
C -1.579 3.981 -1.765 -0.01
C -2.144 4.207 -3.034 -0.02
C -3.457 4.628 -3.187 0.01
C -4.272 4.846 -2.084 -0.02
C -3.736 4.625 -0.818 0.01
C -2.426 4.209 -0.665 -0.02
C 0.904 3.787 -2.419 0.01
C 0.937 4.886 -3.305 -0.02
C 2.044 5.159 -4.095 0.01
C 3.180 4.360 -4.046 -0.02
C 3.180 3.286 -3.159 0.01
C 2.083 3.009 -2.368 -0.04
H -1.557 4.000 -3.919 0.00
H -3.853 4.769 -4.187 0.00
H -5.299 5.170 -2.205 0.00
H -4.348 4.781 0.063 0.00
H -2.020 4.049 0.325 0.00
H 0.095 5.563 -3.348 0.00
H 2.017 6.021 -4.754 0.00
H 4.039 4.572 -4.671 0.00
H 4.054 2.647 -3.082 0.00
H 2.111 2.170 -1.682 0.01
Br -6.469 -1.403 1.488 0.00
C -4.604 -0.989 1.330 0.03
C -3.674 -2.008 1.389 -0.02
C -2.320 -1.684 1.274 0.05
C -1.848 -0.367 1.100 -0.08
C -2.857 0.607 1.040 0.07
C -4.214 0.327 1.151 -0.02
H -3.990 -3.035 1.526 0.00
H -1.607 -2.501 1.333 0.00
H -2.569 1.641 0.887 0.01
H -4.953 1.117 1.092 0.00
C -1.129 -5.318 -0.136 0.00
Si 0.286 -5.240 1.115 0.00
C -0.400 -6.029 2.695 0.00
C 1.588 -6.456 0.472 0.00
Se 1.100 -3.223 1.424 0.01
H -1.470 -6.347 -0.293 0.00
H -0.806 -4.907 -1.096 0.00
H -1.977 -4.721 0.207 0.00
H -0.642 -7.088 2.556 0.00
H -1.306 -5.506 3.011 0.00
H 0.330 -5.937 3.501 0.00
H 1.199 -7.480 0.429 0.00
H 2.467 -6.441 1.121 0.00
H 1.911 -6.163 -0.529 0.00
```

4.
The following is a DFT calculation (wB97M-V/def2-TZVPD) of a molecular structure, C41H38IIrN6O6S.

Results
energy above the lowest of the compared OMol25 structures with the same formula, charge and spin: 0.0 kcal per mole
spin multiplicity: 5
DFT total energy: -86129.613 eV
Kohn-Sham gap (spin up / spin down): 0.265 / 0.210 hartree
lowest unoccupied orbital energy (spin up / spin down): 0.4539 / -1.1621 eV

XYZ file:
```
94
Properties=species:S:1:pos:R:3:mulliken_spin:R:1
Ir 2.271 -0.324 0.914 2.50
C 2.572 0.709 -3.824 0.00
C 1.817 -0.539 -3.461 0.03
N 1.230 -1.189 -4.445 -0.01
C 0.527 -2.280 -4.144 0.02
C 0.356 -2.757 -2.858 -0.02
C -0.456 -4.005 -2.671 0.00
O -1.667 -3.689 -1.985 0.00
C 0.958 -2.067 -1.795 0.05
C 0.765 -2.552 -0.369 -0.12
N 1.962 -2.316 0.417 0.45
C 2.624 -3.392 0.971 -0.02
C 2.091 -4.692 1.101 0.07
C 2.800 -5.728 1.681 -0.03
C 4.082 -5.536 2.164 0.06
C 4.653 -4.284 2.035 -0.03
C 3.942 -3.252 1.447 0.05
I 4.904 -1.436 1.200 0.12
C 1.736 -0.944 -2.099 -0.03
O 2.364 -0.221 -1.214 0.24
H 3.275 0.499 -4.629 0.00
H 3.101 1.108 -2.965 0.00
H 1.876 1.466 -4.192 0.00
H 0.064 -2.796 -4.977 0.00
H 0.111 -4.759 -2.109 0.00
H -0.681 -4.426 -3.658 0.00
H -2.162 -4.504 -1.852 0.00
H 0.616 -3.626 -0.472 0.02
H 1.094 -4.901 0.753 0.01
H 2.333 -6.701 1.763 0.00
H 4.633 -6.341 2.626 0.00
H 5.660 -4.108 2.384 -0.01
O 0.853 -1.119 2.557 0.14
N 0.341 -0.139 3.268 0.00
C -0.951 -0.237 3.640 0.01
C -1.534 0.733 4.411 0.00
C -0.769 1.841 4.789 0.01
C 0.534 1.933 4.373 0.00
C 1.116 0.928 3.587 0.01
S 2.717 0.976 2.977 0.19
H -1.442 -1.128 3.277 0.00
H -2.566 0.621 4.705 0.00
H -1.201 2.626 5.393 0.00
H 1.149 2.786 4.615 0.00
C -3.648 2.596 1.221 0.00
O -2.590 2.496 0.290 0.00
C -2.880 2.668 -1.018 0.00
C -4.141 2.984 -1.503 0.00
C -4.327 3.194 -2.864 0.00
C -3.271 3.083 -3.749 0.00
C -2.016 2.734 -3.268 0.00
C -1.808 2.521 -1.916 0.00
N -0.504 2.196 -1.448 0.01
C -0.246 1.163 -0.572 0.04
N -0.864 -0.002 -0.936 0.01
C -1.318 -1.031 -0.066 0.01
C -0.538 -2.116 0.309 0.07
C -1.077 -3.023 1.228 0.00
C -2.380 -2.934 1.667 0.00
C -3.212 -1.947 1.150 0.00
C -2.682 -1.022 0.274 0.00
O -3.493 -0.087 -0.343 0.00
C -4.399 -0.656 -1.283 0.00
N 0.609 1.271 0.397 0.08
C 1.048 2.588 0.727 0.06
C 0.219 3.494 1.371 0.01
C 0.669 4.762 1.717 -0.01
C 1.968 5.134 1.423 0.01
C 2.827 4.238 0.800 -0.01
C 2.375 2.971 0.467 -0.07
O 3.164 2.006 -0.070 0.08
C 4.439 2.350 -0.571 0.00
H -3.195 2.447 2.200 0.00
H -4.393 1.818 1.041 0.00
H -4.116 3.584 1.178 0.00
H -4.976 3.081 -0.825 0.00
H -5.314 3.449 -3.226 0.00
H -3.418 3.249 -4.806 0.00
H -1.179 2.605 -3.939 0.00
H 0.150 2.965 -1.394 0.00
H -1.471 0.143 -1.735 0.00
H -0.456 -3.831 1.585 0.00
H -2.767 -3.660 2.369 0.00
H -4.261 -1.897 1.407 0.00
H -4.907 0.181 -1.759 0.00
H -5.131 -1.300 -0.790 0.00
H -3.855 -1.241 -2.030 0.00
H -0.791 3.188 1.589 0.00
H 0.001 5.451 2.214 0.00
H 2.327 6.119 1.686 0.00
H 3.849 4.519 0.601 0.00
H 4.368 3.189 -1.270 0.00
H 4.790 1.465 -1.097 0.00
H 5.127 2.607 0.239 0.00
```